Below is a structure of composition C46H53BKN8O3S2 in a non-equilibrium geometry, with properties calculated with wB97M-V/def2-TZVPD.

Properties
Charge: -1
LUMO: 1.54 eV
Gap between HOMO and LUMO: 4.4 eV
E_HOMO: -2.906 eV

Cartesian coordinates (Å):
K (-0.5599, -0.5770, 0.2277)
C (2.7920, -1.3275, -0.9333)
N (1.5541, -1.9502, -0.4624)
C (1.7381, -2.4512, 0.8887)
C (1.9405, -1.3904, 1.9385)
C (2.3671, -1.7630, 3.2116)
C (2.5189, -0.7833, 4.1766)
C (2.2499, 0.5374, 3.8404)
C (1.8240, 0.8107, 2.5525)
N (1.6692, -0.1297, 1.6244)
C (1.0817, -3.0227, -1.3275)
C (0.4449, -2.5261, -2.5987)
C (0.8860, -2.9479, -3.8474)
C (0.2268, -2.5067, -4.9832)
C (-0.8745, -1.6778, -4.8311)
C (-1.2495, -1.3264, -3.5453)
N (-0.6105, -1.7248, -2.4517)
C (2.8147, -0.8308, -2.3552)
C (3.8851, -1.1717, -3.1792)
C (3.9812, -0.6088, -4.4412)
C (2.9913, 0.2773, -4.8408)
C (1.9573, 0.5448, -3.9573)
N (1.8647, 0.0175, -2.7434)
H (3.6421, -2.0230, -0.8029)
H (2.9636, -0.4530, -0.3012)
H (2.5822, -3.1652, 0.9414)
H (0.8319, -2.9938, 1.1677)
H (2.5664, -2.8037, 3.4353)
H (2.8438, -1.0465, 5.1754)
H (2.3641, 1.3312, 4.5656)
H (1.5938, 1.8212, 2.2320)
H (0.2894, -3.5428, -0.7815)
H (1.8870, -3.7401, -1.5687)
H (1.7416, -3.6054, -3.9308)
H (0.5591, -2.8109, -5.9674)
H (-1.4256, -1.3130, -5.6873)
H (-2.1208, -0.7002, -3.3784)
H (4.6387, -1.8683, -2.8325)
H (4.8086, -0.8551, -5.0949)
H (3.0292, 0.7566, -5.8101)
H (1.1654, 1.2395, -4.2219)
C (-4.0236, -1.0538, 4.0811)
C (-3.0738, -1.4536, 2.9693)
N (-2.8973, -0.6658, 1.9690)
N (-3.6889, 0.4475, 1.9126)
C (-3.1764, 1.6135, 1.9116)
S (-1.6278, 2.2573, 1.9984)
S (-4.6379, 2.8484, 1.8016)
C (-4.1158, 4.1119, 3.0291)
C (-4.3448, 3.5464, 4.4046)
C (-5.6376, 3.4573, 4.9181)
C (-5.8791, 2.8123, 6.1196)
C (-4.8301, 2.2385, 6.8240)
C (-3.5386, 2.3389, 6.3313)
C (-3.2953, 2.9885, 5.1294)
C (-2.3806, -2.7373, 3.0537)
C (-2.4793, -3.4966, 4.2266)
C (-1.9049, -4.7446, 4.3697)
C (-1.1904, -5.2843, 3.2986)
C (-1.0395, -4.5609, 2.1427)
C (-1.5953, -3.2513, 1.9559)
O (-1.3757, -2.6206, 0.8760)
H (-4.7113, -0.3019, 3.6972)
H (-3.4735, -0.6045, 4.9110)
H (-4.5930, -1.9046, 4.4507)
H (-4.7334, 4.9876, 2.8310)
H (-3.0633, 4.3065, 2.8256)
H (-6.4627, 3.8776, 4.3539)
H (-6.8911, 2.7406, 6.4992)
H (-5.0220, 1.7080, 7.7484)
H (-2.7139, 1.8925, 6.8729)
H (-2.2920, 3.0348, 4.7301)
H (-3.0166, -3.0922, 5.0751)
H (-2.0149, -5.2989, 5.2938)
H (-0.7564, -6.2754, 3.3859)
H (-0.4899, -4.9723, 1.3012)
N (-4.2632, 2.8243, -1.4135)
C (-2.9985, 2.9673, -2.1682)
C (-1.9105, 2.0484, -1.6069)
N (-0.8752, 1.9092, -2.6055)
H (-5.0293, 3.3449, -1.8294)
H (-4.2123, 3.1014, -0.3358)
H (-4.5181, 1.8369, -1.3688)
H (-2.6726, 4.0059, -2.1271)
H (-3.1732, 2.7006, -3.2107)
H (-2.3615, 1.0834, -1.3364)
H (-1.5004, 2.4924, -0.6932)
H (0.0467, 2.1581, -2.1031)
H (-0.7417, 0.9317, -2.8351)
C (3.1185, 9.3428, -0.2945)
C (3.1290, 8.3783, 0.9026)
C (1.9266, 8.7092, 1.7904)
C (4.4020, 8.5955, 1.7332)
C (3.0832, 6.9464, 0.3640)
C (4.1719, 6.4513, -0.3534)
C (4.1828, 5.1795, -0.9236)
C (3.0470, 4.4082, -0.7939)
O (2.7532, 3.1815, -1.2977)
B (1.4099, 2.8519, -0.9161)
O (0.9511, 3.9695, -0.1311)
C (1.9492, 4.8896, -0.0798)
C (1.9541, 6.1339, 0.5182)
H (3.1188, 10.3831, 0.0437)
H (2.2252, 9.1730, -0.8979)
H (3.9886, 9.1840, -0.9320)
H (2.0279, 9.7237, 2.1815)
H (1.8630, 8.0214, 2.6350)
H (0.9950, 8.6570, 1.2256)
H (4.4316, 9.6133, 2.1312)
H (5.3005, 8.4402, 1.1377)
H (4.4255, 7.8949, 2.5695)
H (5.0513, 7.0703, -0.4858)
H (5.0496, 4.8176, -1.4622)
H (1.0866, 6.4491, 1.0815)

***

Below is a structure of composition C46H54BrHfN5O4Si2 in a non-equilibrium geometry, with properties calculated with wB97M-V/def2-TZVPD.

Properties
LUMO: -0.50 eV
Gap between HOMO and LUMO: 7.6 eV
E_HOMO: -8.119 eV

Cartesian coordinates (Å):
Hf (0.2978, 0.1824, 0.6211)
C (2.6593, -0.6933, -3.4816)
C (3.2285, -1.4709, -2.3292)
C (4.0239, -2.5758, -2.6408)
C (4.7493, -3.2351, -1.6727)
C (4.6917, -2.7799, -0.3663)
C (3.8829, -1.7096, -0.0089)
C (3.9272, -1.2416, 1.4224)
C (3.0939, -1.0719, -0.9938)
N (2.2841, 0.0687, -0.5731)
C (3.0745, 1.1723, -0.4461)
O (4.0465, 1.4789, -1.1086)
C (2.8051, 1.9277, 0.8366)
C (3.7505, 2.7714, 1.3690)
C (3.7134, 3.0285, 2.7350)
C (2.7554, 2.4158, 3.5257)
C (1.7967, 1.6352, 2.9117)
N (1.8162, 1.4325, 1.5938)
C (0.6269, 1.0792, 3.6813)
O (0.6495, 1.1792, 4.9009)
N (-0.3658, 0.6312, 2.8883)
C (-1.6702, 0.7137, 3.4765)
C (-2.4240, -0.4409, 3.7078)
C (-1.8132, -1.8051, 3.5433)
C (-3.7323, -0.3336, 4.1702)
C (-4.2920, 0.8987, 4.4527)
C (-3.5196, 2.0392, 4.2929)
C (-2.2154, 1.9712, 3.8161)
C (-1.4251, 3.2487, 3.7268)
H (3.3793, -0.6865, -4.3034)
H (2.4661, 0.3348, -3.1963)
H (1.7369, -1.1427, -3.8602)
H (4.1114, -2.8751, -3.6809)
H (5.3832, -4.0766, -1.9336)
H (5.2883, -3.2613, 0.4015)
H (4.5462, -1.9157, 2.0130)
H (2.9369, -1.2159, 1.8656)
H (4.3672, -0.2425, 1.4964)
H (4.5215, 3.1623, 0.7198)
H (4.4602, 3.6711, 3.1845)
H (2.7106, 2.5294, 4.5992)
H (-2.0877, -2.2579, 2.5845)
H (-2.1682, -2.4712, 4.3312)
H (-0.7281, -1.7442, 3.6102)
H (-4.3069, -1.2403, 4.3368)
H (-5.3099, 0.9718, 4.8183)
H (-3.9328, 3.0113, 4.5455)
H (-2.0909, 4.1063, 3.6234)
H (-0.7325, 3.2494, 2.8874)
H (-0.8294, 3.3788, 4.6340)
O (1.0065, -4.1115, 3.7302)
C (1.6483, -4.5842, 2.6214)
C (2.5373, -5.6486, 2.6868)
C (3.1488, -6.1114, 1.5313)
C (2.8858, -5.5048, 0.3124)
C (2.0109, -4.4275, 0.2598)
C (1.3730, -3.9643, 1.4008)
C (0.3318, -2.8540, 1.3683)
O (0.8049, -1.5701, 1.4472)
N (-0.4685, -2.9696, 0.1331)
N (-0.4578, -1.9779, -0.7642)
C (-0.9216, -2.2313, -1.9292)
C (-1.0943, -1.2412, -2.9751)
Br (-0.3835, 0.4573, -2.5799)
C (-1.7457, -1.4884, -4.1078)
C (-1.9791, -0.5865, -5.2504)
C (-0.9715, 0.2207, -5.7792)
C (-1.2240, 1.0304, -6.8773)
C (-2.4840, 1.0502, -7.4587)
C (-3.4923, 0.2454, -6.9420)
C (-3.2367, -0.5748, -5.8536)
H (1.3060, -4.5931, 4.5064)
H (2.7415, -6.1215, 3.6436)
H (3.8341, -6.9482, 1.5866)
H (3.3697, -5.8532, -0.5913)
H (1.8270, -3.9321, -0.6913)
H (-0.3479, -3.0645, 2.1808)
H (-0.6624, -3.9000, -0.1952)
H (-1.2487, -3.2409, -2.1707)
H (-2.1880, -2.4804, -4.1862)
H (0.0209, 0.1979, -5.3457)
H (-0.4290, 1.6480, -7.2818)
H (-2.6798, 1.6818, -8.3165)
H (-4.4786, 0.2533, -7.3900)
H (-4.0287, -1.1990, -5.4525)
C (-3.0585, -0.4884, 0.3443)
Si (-2.8925, 1.3321, -0.2132)
C (-4.2128, 2.2674, 0.7288)
C (-3.4420, 1.3887, -2.0195)
C (-1.1707, 1.8852, 0.2661)
Si (-0.6073, 3.5137, -0.4537)
C (0.3002, 4.5588, 0.8275)
C (0.5611, 3.3703, -1.9311)
C (-2.0228, 4.6131, -1.0212)
H (-3.1602, -1.1727, -0.5019)
H (-3.9370, -0.6122, 0.9863)
H (-2.2056, -0.8245, 0.9478)
H (-5.1985, 1.8266, 0.5334)
H (-4.2494, 3.3227, 0.4279)
H (-4.0283, 2.2271, 1.8079)
H (-3.2873, 0.4340, -2.5300)
H (-2.9279, 2.1615, -2.6028)
H (-4.5163, 1.6124, -2.0460)
H (-1.3565, 2.1513, 1.3192)
H (1.0351, 3.9968, 1.4131)
H (-0.4089, 5.0097, 1.5299)
H (0.8344, 5.3739, 0.3258)
H (1.3192, 2.5903, -1.8114)
H (1.0943, 4.3177, -2.0588)
H (0.0188, 3.1729, -2.8636)
H (-2.7100, 4.8187, -0.1917)
H (-2.6070, 4.1716, -1.8378)
H (-1.6261, 5.5735, -1.3728)

***

Below is a structure of composition C46H54N7P2PtSi2Te, with properties calculated with wB97M-V/def2-TZVPD.

Properties
⟨S²⟩: 6.04
Charge: +1
LUMO (spin up / spin down): -1.97 / -5.06 eV
Gap between HOMO and LUMO (spin up / spin down): 5.6 / 5.7 eV
E_HOMO (spin up / spin down): -7.552 / -10.773 eV
Multiplicity: 5

Cartesian coordinates (Å):
Pt (0.4004, -0.0106, -0.9711)
C (2.0166, -2.6479, -3.0399)
Si (1.1999, -3.3402, -1.4988)
C (2.4462, -3.9413, -0.2105)
C (0.1494, -4.8231, -1.9812)
N (0.2002, -2.1002, -0.7161)
P (-1.4164, -2.0097, -0.8133)
C (-1.5592, -0.2912, -0.5088)
P (-2.2780, 0.6756, 0.7923)
N (-1.1517, 1.2137, 1.7371)
Si (-0.8005, 2.5838, 2.7139)
C (-1.8970, 2.6353, 4.2359)
C (-0.9154, 4.2184, 1.7830)
C (0.9864, 2.4298, 3.2855)
C (-3.5255, -0.2785, 1.7045)
C (-3.1712, -0.8481, 2.9228)
C (-4.1095, -1.5380, 3.6751)
C (-5.4173, -1.6393, 3.2247)
C (-5.7821, -1.0653, 2.0145)
C (-4.8389, -0.3935, 1.2538)
C (-3.3187, 1.8800, -0.0822)
C (-3.5077, 1.8239, -1.4590)
C (-4.3414, 2.7379, -2.0907)
C (-4.9960, 3.7064, -1.3461)
C (-4.8299, 3.7548, 0.0335)
C (-4.0018, 2.8419, 0.6614)
C (-2.2187, -3.1574, 0.3176)
C (-3.6019, -3.3223, 0.3349)
C (-4.1849, -4.2000, 1.2309)
C (-3.3924, -4.9224, 2.1134)
C (-2.0157, -4.7598, 2.1050)
C (-1.4295, -3.8725, 1.2146)
C (-2.0938, -2.3111, -2.4599)
C (-2.8753, -3.4252, -2.7526)
C (-3.3273, -3.6411, -4.0454)
C (-2.9979, -2.7497, -5.0555)
C (-2.2149, -1.6387, -4.7719)
C (-1.7672, -1.4172, -3.4811)
H (3.0972, -2.5604, -2.9383)
H (1.6320, -1.6515, -3.2714)
H (1.8106, -3.2920, -3.8952)
H (3.4650, -3.9419, -0.5995)
H (2.2151, -4.9649, 0.0874)
H (2.4428, -3.3361, 0.7010)
H (0.8024, -5.6954, -2.0525)
H (-0.3201, -4.6834, -2.9539)
H (-0.6307, -5.0694, -1.2601)
H (-2.9463, 2.8101, 3.9902)
H (-1.5855, 3.4275, 4.9175)
H (-1.8434, 1.6894, 4.7795)
H (-1.7328, 4.2441, 1.0666)
H (0.0158, 4.4075, 1.2453)
H (-1.0629, 5.0480, 2.4756)
H (1.1299, 1.6297, 4.0152)
H (1.3218, 3.3556, 3.7572)
H (1.6444, 2.2561, 2.4283)
H (-2.1632, -0.7097, 3.2950)
H (-3.8270, -1.9738, 4.6242)
H (-6.1561, -2.1567, 3.8222)
H (-6.8049, -1.1336, 1.6684)
H (-5.1349, 0.0640, 0.3172)
H (-3.0011, 1.0606, -2.0400)
H (-4.4838, 2.6869, -3.1615)
H (-5.6458, 4.4177, -1.8361)
H (-5.3502, 4.5021, 0.6166)
H (-3.8888, 2.8727, 1.7393)
H (-4.2240, -2.7778, -0.3640)
H (-5.2587, -4.3265, 1.2384)
H (-3.8508, -5.6176, 2.8039)
H (-1.3982, -5.3336, 2.7830)
H (-0.3535, -3.7428, 1.2008)
H (-3.1270, -4.1388, -1.9791)
H (-3.9313, -4.5111, -4.2628)
H (-3.3489, -2.9201, -6.0641)
H (-1.9494, -0.9443, -5.5578)
H (-1.1441, -0.5545, -3.2660)
N (0.5496, 4.0931, -1.7101)
C (-0.2231, 3.0458, -1.4537)
N (0.5528, 1.9845, -1.3168)
C (1.8390, 2.4611, -1.4982)
N (1.8622, 3.7599, -1.7355)
C (2.8972, 1.5133, -1.3745)
C (4.2463, 1.7772, -1.5655)
N (5.2053, 0.8889, -1.3923)
C (4.7679, -0.3457, -0.9860)
C (3.4569, -0.6625, -0.8099)
N (2.4546, 0.2399, -1.0133)
H (0.2704, 5.0478, -1.8587)
H (-1.2937, 3.0796, -1.3612)
H (4.5373, 2.7763, -1.8710)
H (5.5298, -1.0919, -0.8020)
H (3.1654, -1.6487, -0.4811)
C (4.3490, -2.8916, 7.1336)
C (3.5718, -2.4032, 5.9491)
C (4.1178, -1.4749, 5.0677)
C (3.4123, -1.0061, 3.9727)
C (4.0377, -0.0073, 3.0435)
C (2.1097, -1.4984, 3.7605)
Te (1.0674, -0.8046, 2.1009)
C (1.5346, -2.4414, 4.6323)
C (0.1726, -3.0312, 4.4146)
C (2.2825, -2.8720, 5.7154)
H (5.3433, -2.4520, 7.1668)
H (4.4550, -3.9765, 7.1041)
H (3.8332, -2.6403, 8.0612)
H (5.1196, -1.1029, 5.2445)
H (5.0120, 0.3071, 3.4132)
H (3.4243, 0.8916, 2.9439)
H (4.1852, -0.4233, 2.0430)
H (-0.4633, -2.4296, 3.7616)
H (-0.3535, -3.1477, 5.3619)
H (0.2564, -4.0194, 3.9602)
H (1.8503, -3.5942, 6.3985)

***

Below is a structure of composition C46H55BN7OPReS3Se in a non-equilibrium geometry, with properties calculated with wB97M-V/def2-TZVPD.

Properties
⟨S²⟩: 1.04
Charge: +2
LUMO (spin up / spin down): -6.78 / -6.58 eV
Gap between HOMO and LUMO (spin up / spin down): 5.6 / 5.9 eV
E_HOMO (spin up / spin down): -12.356 / -12.450 eV
Multiplicity: 2

Cartesian coordinates (Å):
Re (-0.5400, -1.7404, 0.5602)
C (-0.3421, -0.3616, -4.6442)
C (-0.0277, 0.5533, -3.5165)
C (0.2689, 1.8785, -3.6829)
C (0.5939, 2.6688, -2.5539)
N (0.4397, 2.1859, -1.3480)
N (0.0983, 0.9261, -1.1605)
B (-0.1531, 0.4977, 0.3227)
N (1.0642, 0.9316, 1.1330)
N (2.1562, 1.1124, 0.4172)
C (3.2703, 1.5537, 0.9516)
C (3.3222, 1.8884, 2.3162)
C (2.2170, 1.6353, 3.1048)
C (2.2135, 1.9105, 4.5641)
C (1.0817, 1.0993, 2.4687)
S (-0.2920, 0.6509, 3.4870)
C (4.4725, 1.6921, 0.0412)
C (5.5399, 0.6748, 0.4753)
C (5.0423, 3.1144, 0.1502)
C (4.0670, 1.4223, -1.4091)
N (-1.4010, 1.3025, 0.8054)
N (-1.1613, 2.5534, 1.1261)
C (-2.1192, 3.3257, 1.5770)
C (-3.4323, 2.8304, 1.7204)
C (-3.7094, 1.5320, 1.3677)
C (-5.0501, 0.9144, 1.5099)
C (-2.6236, 0.7505, 0.8906)
S (-2.8377, -0.8883, 0.4361)
C (-1.7219, 4.7548, 1.8640)
C (-2.7843, 5.5284, 2.6442)
C (-0.3970, 4.7488, 2.6372)
C (-1.5200, 5.4010, 0.4848)
C (-0.0351, 0.0652, -2.1801)
S (-0.2082, -1.6067, -1.8803)
C (1.0895, 4.0872, -2.7386)
C (1.6662, 4.6569, -1.4322)
C (-0.0959, 4.9386, -3.2222)
C (2.1807, 4.1128, -3.8195)
H (-0.5578, 0.1995, -5.5486)
H (-1.1921, -0.9921, -4.3890)
H (0.5039, -1.0198, -4.8407)
H (0.2574, 2.3131, -4.6681)
H (4.2066, 2.3213, 2.7551)
H (3.2047, 2.1858, 4.9106)
H (1.8679, 1.0391, 5.1170)
H (1.5281, 2.7277, 4.7840)
H (5.7912, 0.7780, 1.5280)
H (6.4470, 0.8349, -0.1004)
H (5.2036, -0.3427, 0.2875)
H (5.4880, 3.2984, 1.1233)
H (4.2644, 3.8547, -0.0210)
H (5.8182, 3.2529, -0.5991)
H (3.6288, 0.4330, -1.5096)
H (4.9373, 1.4817, -2.0565)
H (3.3362, 2.1582, -1.7311)
H (-4.2113, 3.4612, 2.1135)
H (-5.7719, 1.6148, 1.9182)
H (-4.9821, 0.0436, 2.1605)
H (-5.3981, 0.5557, 0.5433)
H (-3.0191, 5.0458, 3.5901)
H (-3.6970, 5.6431, 2.0647)
H (-2.4132, 6.5268, 2.8602)
H (-0.5354, 4.3028, 3.6199)
H (-0.0347, 5.7638, 2.7700)
H (0.3504, 4.1784, 2.0926)
H (-2.4670, 5.4701, -0.0465)
H (-0.8293, 4.7966, -0.0962)
H (-1.1187, 6.4038, 0.5943)
H (0.9954, 5.3831, -0.9875)
H (2.6089, 5.1583, -1.6281)
H (1.8386, 3.8636, -0.7111)
H (-0.9009, 4.9351, -2.4913)
H (-0.4873, 4.5702, -4.1674)
H (0.2306, 5.9648, -3.3668)
H (3.0497, 3.5382, -3.5114)
H (2.4916, 5.1408, -3.9812)
H (1.8311, 3.7250, -4.7706)
O (2.1112, -1.7286, 1.5361)
N (1.3604, -2.5795, 0.7487)
C (1.9257, -3.6370, 0.2929)
C (1.3639, -4.6341, -0.5857)
C (2.2947, -5.4651, -1.2307)
C (1.9046, -6.3741, -2.1919)
C (0.5675, -6.4619, -2.5474)
C (-0.3753, -5.7040, -1.8715)
C (-0.0080, -4.8194, -0.8653)
P (-1.3214, -4.0213, 0.1160)
C (-1.4418, -5.0218, 1.6286)
C (-2.6758, -5.0483, 2.2839)
C (-2.8138, -5.7706, 3.4540)
C (-1.7230, -6.4342, 3.9957)
C (-0.4905, -6.3775, 3.3688)
C (-0.3437, -5.6737, 2.1864)
C (-2.8291, -4.3793, -0.8258)
C (-3.4720, -5.6162, -0.7417)
C (-4.5444, -5.8855, -1.5725)
C (-4.9898, -4.9320, -2.4752)
C (-4.3660, -3.6989, -2.5467)
C (-3.2831, -3.4258, -1.7326)
H (3.0493, -2.0016, 1.5707)
H (2.9841, -3.7851, 0.5235)
H (3.3424, -5.3771, -0.9826)
H (2.6383, -7.0030, -2.6722)
H (0.2545, -7.1307, -3.3342)
H (-1.4171, -5.8125, -2.1312)
H (-3.5253, -4.5309, 1.8553)
H (-3.7729, -5.8140, 3.9489)
H (-1.8367, -6.9944, 4.9094)
H (0.3639, -6.8749, 3.8063)
H (0.6166, -5.6597, 1.6910)
H (-3.1314, -6.3656, -0.0401)
H (-5.0284, -6.8486, -1.5253)
H (-5.8216, -5.1524, -3.1245)
H (-4.7128, -2.9497, -3.2406)
H (-2.7853, -2.4689, -1.7959)
Se (-0.6642, -1.4537, 3.0392)

***

Number 1: E -105298.922 eV. Number 2: E -151328.706 eV. Number 3: E -103878.631 eV. Number 4: E -171009.727 eV.